Record 1
Density functional theory data (ωB97M-V/def2-TZVPD) for CH4SSi in the gas phase.

Structure (ORCA input):
```
! wB97M-V def2-TZVPD RIJCOSX def2/J DEFGRID3
* xyz 0 1
C -0.9125 -0.0832 -0.3230
Si 0.9157 0.1667 0.1994
S 2.9033 0.3073 -0.2781
H -1.0519 -1.0724 -0.1959
H -0.9685 0.1340 -1.3050
H -1.6228 0.5712 0.2103
H 0.7369 -0.0236 1.6923
*
```

Results
Gap between HOMO and LUMO, eV: 8.461
SMILES: C[SiH]=S
HOMO energy, eV: -8.93

Atom charges from the Mulliken analysis, given in e for atoms 1 to 5: atom 1 (C): -0.98, atom 2 (Si): 0.49, atom 3 (S): -0.38, atom 4 (H): 0.31, atom 5 (H): 0.34

Record 2
Density functional theory data (ωB97M-V/def2-TZVPD) for CH5BO in the gas phase.

Structure (ORCA input):
```
! wB97M-V def2-TZVPD RIJCOSX def2/J DEFGRID3
* xyz 0 1
B 0.8552 -1.1996 0.5415
O -0.1989 -0.4340 -0.5995
C -0.6564 0.8451 -0.3590
H 1.4994 -0.5405 1.1499
H 0.9417 -2.2385 0.2257
H -0.7517 1.4826 -1.3684
H 0.0092 1.3229 0.3638
H -1.6986 0.7619 0.0461
*
```

Results
Gap between HOMO and LUMO, eV: 9.928
SMILES: BOC
HOMO energy, eV: -9.96

Atom charges from the Mulliken analysis, given in e for atoms 1 to 5: atom 1 (B): 0.36, atom 2 (O): -0.49, atom 3 (C): -0.43, atom 4 (H): -0.03, atom 5 (H): -0.02

Record 3
Density functional theory data (ωB97M-V/def2-TZVPD) for 2 unconnected molecules or ions with the total composition CH5BO.

Structure (ORCA input):
```
! wB97M-V def2-TZVPD RIJCOSX def2/J DEFGRID3
* xyz 0 1
B -0.1074 0.8410 -0.0008
C -0.3982 -0.3296 0.8852
O 0.5720 -0.1110 -1.7848
H -0.0045 1.9399 -0.3649
H 0.4334 -1.1232 0.7169
H -1.1771 -0.9809 0.3796
H -0.8397 -0.1684 1.8644
H 1.5215 -0.0678 -1.6956
*
```

Results
Gap between HOMO and LUMO, eV: 9.075
HOMO energy, eV: -9.20

Atom charges from the Mulliken analysis, given in e for atoms 1 to 5: atom 1 (B): 0.20, atom 2 (C): -0.62, atom 3 (O): -0.75, atom 4 (H): 0.04, atom 5 (H): 0.28

Record 4
Density functional theory data (ωB97M-V/def2-TZVPD) for 2 unconnected molecules or ions with the total composition CH5BO.

Structure (ORCA input):
```
! wB97M-V def2-TZVPD RIJCOSX def2/J DEFGRID3
* xyz 0 1
B 1.0294 -0.8342 -0.0115
O 2.0912 -1.0320 -0.6454
H -0.0003 -0.5857 0.3597
C -1.8939 2.0802 0.6525
H -1.2466 2.8488 0.1588
H -2.6452 2.7938 0.7385
H -1.1975 2.6523 1.5032
H -1.6976 0.8718 0.6849
*
```

Results
Gap between HOMO and LUMO, eV: 11.861
SMILES: B=O.C
HOMO energy, eV: -11.27

Atom charges from the Mulliken analysis, given in e for atoms 1 to 5: atom 1 (B): 0.51, atom 2 (O): -0.44, atom 3 (H): -0.07, atom 4 (C): -0.96, atom 5 (H): 0.27

Record 5
Density functional theory data (ωB97M-V/def2-TZVPD) for CH5BS in the gas phase.

Structure (ORCA input):
```
! wB97M-V def2-TZVPD RIJCOSX def2/J DEFGRID3
* xyz 0 1
B 0.4403 -1.0141 0.2277
C 0.0388 0.8640 0.3412
S -1.4497 -0.1142 0.0610
H 0.5915 -1.4052 -0.9441
H 0.7828 -1.3388 1.3458
H 0.2639 1.6028 -0.4294
H -0.0810 1.2345 1.3184
H -1.6645 0.1685 -1.2642
*
```

Results
Gap between HOMO and LUMO, eV: 9.359
HOMO energy, eV: -8.86

Atom charges from the Mulliken analysis, given in e for atoms 1 to 5: atom 1 (B): 0.19, atom 2 (C): -0.63, atom 3 (S): -0.14, atom 4 (H): -0.07, atom 5 (H): -0.06

Record 6
Density functional theory data (ωB97M-V/def2-TZVPD) for 2 unconnected molecules or ions with the total composition CH5BrN.

Structure (ORCA input):
```
! wB97M-V def2-TZVPD RIJCOSX def2/J DEFGRID3
* xyz 1 1
C 0.3727 -0.7413 0.0976
N 0.8765 0.4004 0.0890
Br -2.2452 0.0474 0.2119
H 0.2843 -1.1631 -0.9402
H 0.2814 -1.3394 1.0098
H -1.5304 0.8224 -0.7821
H 0.6360 1.0170 0.9575
H 1.3248 0.9567 -0.6436
*
```

Results
Gap between HOMO and LUMO, eV: 10.077
HOMO energy, eV: -15.70

Atom charges from the Mulliken analysis, given in e for atoms 1 to 5: atom 1 (C): -0.41, atom 2 (N): -0.16, atom 3 (Br): -0.09, atom 4 (H): 0.41, atom 5 (H): 0.34

Record 7
Density functional theory data (ωB97M-V/def2-TZVPD) for a molecular structure, CH5BrN.

Structure (ORCA input):
```
! wB97M-V def2-TZVPD RIJCOSX def2/J DEFGRID3
* xyz 1 1
C 0.3455 -0.5755 -0.3058
N -0.5471 0.5154 0.2208
Br 2.1363 -0.0519 0.1530
H -0.1166 -1.7069 0.3640
H 0.1251 -0.8009 -1.2657
H 0.0409 1.2988 -0.1228
H -1.3142 0.7165 -0.3058
H -0.6698 0.6044 1.2622
*
```

Results
Gap between HOMO and LUMO, eV: 11.238
HOMO energy, eV: -15.55

Atom charges from the Mulliken analysis, given in e for atoms 1 to 5: atom 1 (C): -0.47, atom 2 (N): -0.33, atom 3 (Br): 0.02, atom 4 (H): 0.35, atom 5 (H): 0.40

Record 8
Density functional theory data (ωB97M-V/def2-TZVPD) for CH5BrN2 in the gas phase.

Structure (ORCA input):
```
! wB97M-V def2-TZVPD RIJCOSX def2/J DEFGRID3
* xyz 0 1
C 0.6024 -0.8617 0.4230
N 0.2898 0.5849 -0.1722
N -0.9702 0.9772 0.1516
Br 1.0186 0.4200 -2.0895
H -0.2293 -1.6541 0.2607
H 1.6598 -1.0758 0.1578
H 0.5046 -0.6963 1.4188
H -1.1256 1.8887 -0.0487
H -1.7501 0.4170 -0.1015
*
```

Results
Gap between HOMO and LUMO, eV: 9.060
SMILES: CN(N)Br
HOMO energy, eV: -8.88

Atom charges from the Mulliken analysis, given in e for atoms 1 to 5: atom 1 (C): -0.68, atom 2 (N): -0.15, atom 3 (N): -0.35, atom 4 (Br): -0.17, atom 5 (H): 0.26

Record 9
Density functional theory data (ωB97M-V/def2-TZVPD) for 2 unconnected molecules or ions with the total composition CH5BrN2P.

Structure (ORCA input):
```
! wB97M-V def2-TZVPD RIJCOSX def2/J DEFGRID3
* xyz 1 1
C -0.3873 -0.1922 0.2223
N -0.5629 -1.3197 -0.3739
N -1.0885 0.5509 0.9310
P 4.3431 0.9254 0.2281
Br 2.6255 -0.3325 0.0298
H -1.4020 -1.7979 -0.4442
H 0.3887 -1.7461 -0.6546
H -1.9643 0.2795 1.2294
H -0.8292 1.5467 1.3358
H 4.1741 1.3317 -1.2608
*
```

Results
Gap between HOMO and LUMO (spin up / spin down), eV: 8.837 / 5.717
HOMO energy (spin up / spin down), eV: -13.61 / -11.99

Atom charges from the Mulliken analysis, given in e for atoms 1 to 5: atom 1 (C): 0.42, atom 2 (N): -0.29, atom 3 (N): -0.27, atom 4 (P): 0.02, atom 5 (Br): 0.01

Record 10
Density functional theory data (ωB97M-V/def2-TZVPD) for 2 unconnected molecules or ions with the total composition CH5BrP2.

Structure (ORCA input):
```
! wB97M-V def2-TZVPD RIJCOSX def2/J DEFGRID3
* xyz 0 1
C 0.2197 1.0577 -1.3136
P 0.5285 -1.2600 -0.0579
P -0.2170 -0.5049 1.8491
Br -2.1053 0.3780 1.1776
H 0.7442 1.6187 -0.6609
H -0.8069 0.9809 -1.1426
H 0.5595 0.4945 -2.2068
H 1.7829 -1.0287 0.1850
H -0.7056 -1.7362 2.1701
*
```

Results
Gap between HOMO and LUMO (spin up / spin down), eV: 7.755 / 7.755
HOMO energy (spin up / spin down), eV: -8.52 / -8.52

Atom charges from the Mulliken analysis, given in e for atoms 1 to 5: atom 1 (C): -1.00, atom 2 (P): 0.01, atom 3 (P): 0.00, atom 4 (Br): -0.16, atom 5 (H): 0.41

Electronic energy (computed, eV): -19813.944; -3839.809; -3839.076; -3840.099; -12627.603; -72642.070; -72641.755; -74138.157; -83419.343; -89735.472
Max |F| (computed, eV Å⁻¹): 4.3; 7.8; 5.1; 6.3; 3.8; 6.1; 7.8; 3.5; 5.5; 5.9